(1)
{"formula": "C6HO6Ti", "method": "ωB97M-V/def2-TZVPD", "species": ["Ti", "O", "O", "O", "O", "O", "O", "C", "C", "C", "C", "C", "C", "H"], "coordinates": [[-0.83748, -0.23294, -0.68044], [1.37608, 2.00551, 0.84499], [2.24844, -0.90659, 1.51656], [-3.71954, 0.38046, -1.60925], [0.85386, 2.19622, -1.96727], [-1.48083, -2.08695, 1.90615], [1.86437, -1.79347, -1.32891], [0.77946, 0.93158, 1.04318], [-1.24815, -1.37992, 1.02793], [1.20172, -1.05325, -0.64056], [1.45783, -0.41325, 0.73989], [0.23663, 1.39786, -1.37071], [-2.62236, 0.11322, -1.29810], [-0.11004, 0.84151, 1.81653]], "forces_ev_per_a": [[3.0, -1.5, 0.3], [-1.9, -3.1, 0.4], [-1.9, 0.7, -1.2], [4.3, -1.2, 1.1], [-2.8, -3.7, 2.8], [0.8, 2.1, -2.6], [-1.6, 2.1, 2.1], [1.0, 2.5, 2.2], [-1.6, -2.6, 3.4], [1.3, -2.2, -2.4], [2.9, -0.5, 1.3], [2.7, 4.9, -4.2], [-7.5, 2.1, -2.1], [1.1, 0.4, -1.3]], "homo_lumo_gap_ev": [6.89, 6.22], "spin_multiplicity": 3, "charge": 1, "e_lumo_ev": [-6.60, -6.90], "s2": 2.048}


(2)
{"formula": "C47H55ClN8O4S", "method": "ωB97M-V/def2-TZVPD", "species": ["Cl", "S", "O", "O", "O", "O", "N", "N", "N", "N", "N", "N", "N", "N", "C", "C", "C", "C", "C", "C", "C", "C", "C", "C", "C", "C", "C", "C", "C", "C", "C", "C", "C", "C", "C", "C", "C", "C", "C", "C", "C", "C", "C", "C", "C", "C", "C", "C", "C", "C", "C", "C", "C", "C", "C", "C", "C", "C", "C", "C", "C", "H", "H", "H", "H", "H", "H", "H", "H", "H", "H", "H", "H", "H", "H", "H", "H", "H", "H", "H", "H", "H", "H", "H", "H", "H", "H", "H", "H", "H", "H", "H", "H", "H", "H", "H", "H", "H", "H", "H", "H", "H", "H", "H", "H", "H", "H", "H", "H", "H", "H", "H", "H", "H", "H", "H"], "coordinates": [[-1.88494, 2.35597, -3.28878], [-1.36082, 0.32316, -6.60916], [-1.03540, 0.67047, -8.01907], [-2.60991, -0.78924, -6.75685], [-2.32377, -1.79419, -5.79039], [-2.02505, 1.69663, -5.87536], [1.84191, 2.06658, 1.12405], [-4.69762, -3.58748, 2.38801], [-2.95691, -0.31329, 1.05425], [5.35859, 3.36471, 3.11178], [-3.22255, -9.80813, 3.49380], [5.65242, 5.25219, -2.85272], [9.28128, 2.89155, 2.51541], [-7.10555, -0.23345, -3.07262], [6.42247, 4.14281, 2.88022], [7.17945, 3.62125, -1.18172], [0.85058, 1.93973, 0.23505], [-7.81504, 0.46646, -3.96385], [8.77101, 2.24019, 3.56630], [5.20483, 4.35234, 5.29654], [-4.33361, -11.26459, 5.04773], [-2.06622, -10.37319, 3.85550], [-2.52222, 0.86253, 0.59090], [2.62058, 3.14885, 1.00635], [-1.96225, -11.38376, 4.79719], [-8.68057, 1.93594, -2.30655], [-3.73813, 0.83410, 3.01438], [0.34116, 3.27351, -6.69544], [-7.18700, 0.15692, -1.79660], [-3.63362, -2.22078, -5.29481], [-4.27946, -2.27205, -2.84276], [10.58700, 2.72749, 2.27837], [-3.48870, -3.02422, -3.96847], [5.11089, 4.61516, -1.80842], [6.93450, 5.04279, 3.80069], [-3.66207, -4.00272, 3.12541], [-3.27698, 2.04129, 2.51315], [5.82471, 3.79596, -0.94798], [7.76316, 4.26958, -2.25908], [-1.10060, 2.21194, -4.91485], [0.59929, 2.85110, -0.77811], [-2.65445, 2.05995, 1.27515], [10.86655, 1.26771, 4.13488], [-4.06134, -6.29313, 2.62455], [11.41752, 1.93190, 3.05026], [-4.32892, -10.26183, 4.09209], [6.31010, 5.14760, 5.03276], [-0.44559, 3.54922, -5.36684], [-5.14062, -5.88775, 1.85527], [6.96072, 5.06925, -3.05734], [-8.61087, 1.55188, -3.63619], [9.51569, 1.42335, 4.40193], [-3.30314, -5.33245, 3.27428], [-3.12279, -11.83595, 5.40464], [-5.41302, -4.53213, 1.76904], [-3.55324, -0.30828, 2.25100], [-3.41080, -1.30157, -1.98574], [4.77288, 3.48223, 4.30961], [2.45109, 4.11941, 0.03229], [-7.95535, 1.22519, -1.36378], [1.41862, 3.96390, -0.87911], [-4.77455, -3.04147, -2.21013], [0.23058, 3.96289, -4.59845], [11.48264, 0.63684, 4.76404], [0.85230, 2.29458, -6.58070], [-3.95733, -4.01452, -4.14517], [-1.26371, 4.25693, -5.59274], [-7.73157, 0.12688, -4.99043], [-4.09125, -2.80562, -6.12084], [4.05563, 4.77951, -1.66958], [7.79964, 5.64472, 3.55825], [6.87607, 4.02807, 1.90322], [0.23387, 1.05622, 0.35117], [-2.45274, -5.60909, 3.88302], [-5.11280, -1.69094, -3.30426], [-2.04526, 0.82660, -0.38357], [-4.11604, -0.65513, -1.41935], [-3.40127, 2.95625, 3.07986], [3.91448, 2.83853, 4.46982], [-6.24494, -4.16736, 1.17655], [-9.16172, 2.08212, -4.40131], [-5.26068, -11.58972, 5.50025], [-5.75697, -6.60758, 1.33333], [7.37365, 5.59872, -3.90905], [7.71384, 2.38736, 3.73372], [-2.28025, 2.98224, 0.85025], [-0.40081, 3.18255, -7.51022], [-1.18577, -9.98449, 3.35602], [-4.23036, 0.77936, 3.97627], [-2.73416, -0.66275, -2.58503], [9.04968, 0.92217, 5.23957], [-2.42903, -3.19850, -3.69152], [6.67965, 5.84041, 5.77907], [3.41906, 3.22895, 1.73590], [-0.99842, -11.80519, 5.04881], [-5.25210, -9.78685, 3.77851], [-3.81335, -7.34517, 2.71691], [3.11058, 4.97262, -0.00950], [-0.30277, 1.44407, -4.81570], [10.97319, 3.26920, 1.42177], [-7.98450, 1.49379, -0.31641], [4.69011, 4.40664, 6.24644], [-6.59968, -0.42717, -1.09631], [12.46759, 1.83501, 2.80934], [8.81741, 4.15769, -2.47468], [-2.84440, -1.86073, -1.21254], [1.25476, 4.70024, -1.65808], [-0.21884, 2.68940, -1.46756], [-3.08390, -12.62360, 6.14708], [-9.29252, 2.77865, -2.00893], [7.77280, 2.98812, -0.53210], [5.33248, 3.30727, -0.11629], [1.04607, 4.07547, -6.96540], [-3.09954, -3.21601, 3.61754], [-3.89423, -1.27653, 2.60101], [-4.21846, -1.28430, -5.18208]], "forces_ev_per_a": [[-0.1, -0.1, -0.8], [1.2, -0.1, -2.2], [-1.3, -0.4, 2.7], [0.2, 1.3, -0.5], [-0.3, -0.5, 0.9], [0.0, -0.2, -0.2], [-0.1, 0.3, -0.3], [0.1, -0.4, 0.1], [0.0, 0.4, 0.3], [0.2, 0.4, 0.3], [0.0, -0.3, 0.3], [0.3, -0.2, 0.2], [0.2, -0.2, 0.2], [-0.3, 0.4, 0.1], [-0.5, 0.0, -0.3], [0.1, -0.1, 0.1], [0.3, -0.1, 0.3], [0.2, -0.3, 0.1], [0.1, 0.1, -0.2], [0.1, 0.0, 0.0], [0.1, 0.0, 0.0], [-0.2, 0.2, -0.2], [-0.1, -0.3, 0.0], [-0.1, -0.3, 0.3], [-0.1, 0.0, 0.0], [0.0, 0.1, 0.0], [0.1, 0.1, -0.1], [-0.8, -0.2, 0.4], [0.2, -0.3, -0.2], [0.3, 0.3, -0.5], [0.2, -0.1, -0.2], [-0.3, 0.1, -0.1], [-0.8, 0.5, -0.3], [0.3, 0.2, -0.4], [-0.1, 0.1, 0.1], [-0.2, 0.2, -0.1], [0.0, 0.1, 0.1], [0.0, 0.0, 0.0], [-0.1, 0.0, 0.1], [1.0, 0.0, -0.1], [0.0, 0.0, 0.0], [0.0, 0.0, 0.0], [0.0, 0.0, 0.1], [0.0, -0.2, 0.0], [0.0, 0.0, 0.1], [0.2, 0.2, -0.2], [0.1, 0.1, 0.0], [-0.4, -0.3, -0.9], [0.1, 0.0, 0.1], [-0.3, 0.1, -0.1], [0.0, 0.0, 0.1], [0.1, 0.0, 0.0], [-0.1, 0.0, 0.0], [0.0, -0.1, 0.1], [0.0, 0.3, 0.1], [0.1, -0.2, -0.2], [-0.8, -0.5, 0.3], [0.0, -0.2, -0.3], [-0.3, -0.1, 0.0], [-0.1, 0.1, -0.1], [0.0, 0.1, -0.1], [0.4, 0.6, -0.1], [-0.5, -0.4, -0.1], [0.0, 0.0, 0.0], [0.1, 0.7, -0.4], [0.4, 0.5, 0.2], [0.4, -0.1, 0.4], [0.0, 0.1, 0.0], [0.2, 0.2, 0.6], [0.0, -0.1, -0.1], [0.0, -0.1, 0.0], [0.1, 0.1, 0.1], [0.0, 0.0, 0.0], [0.0, 0.0, 0.0], [0.6, -0.5, 0.3], [0.0, 0.1, 0.0], [0.6, -0.2, -0.3], [0.0, 0.0, 0.0], [0.0, 0.0, 0.0], [0.0, -0.1, 0.0], [0.0, 0.0, 0.0], [0.0, 0.0, 0.0], [0.0, 0.0, 0.0], [0.1, 0.0, 0.0], [0.0, -0.1, 0.1], [0.0, 0.0, 0.0], [0.5, -0.1, 0.3], [0.0, 0.0, 0.0], [0.0, 0.0, 0.0], [-0.4, -0.4, 0.2], [0.0, 0.0, 0.0], [-0.5, 0.2, -0.2], [0.0, 0.0, 0.0], [0.0, 0.0, -0.1], [0.0, 0.0, 0.0], [0.0, 0.0, 0.1], [0.0, 0.0, 0.0], [-0.1, 0.0, 0.2], [-0.3, 0.5, 0.4], [0.1, 0.0, 0.0], [0.0, 0.0, 0.0], [0.0, 0.0, 0.0], [0.0, 0.0, 0.1], [0.0, 0.0, 0.0], [0.0, 0.0, 0.0], [-0.1, 0.4, -0.6], [0.0, 0.0, 0.0], [0.1, 0.0, 0.1], [0.0, 0.0, 0.0], [0.0, 0.0, 0.0], [0.0, 0.0, 0.0], [0.0, 0.0, 0.0], [-0.2, -0.4, 0.3], [0.1, -0.1, 0.0], [-0.1, 0.1, 0.0], [0.3, -0.6, 0.2]], "homo_lumo_gap_ev": 10.03, "charge": 0, "e_lumo_ev": 0.76}